(1)
8
Properties=species:S:1:pos:R:3:mulliken_charge:R:1 method="wB97M-V/def2-TZVPD" de_lowest_kj_mol=429.9 mol_weight_g_mol=56.1 largest_force_ev_per_a=4.0 lumo_ev=0.957 homo_energy_ev=-8.6 energy_ha=-191.746243
C -1.461 0.850 0.081 -0.4280
C -1.842 -0.286 0.221 -0.3706
C 2.013 0.046 -0.777 -0.2060
O 1.387 -0.504 0.250 -0.2308
H -1.332 1.819 -0.136 0.4251
H -2.250 -1.181 0.574 0.4043
H 3.049 -0.260 -0.551 0.1191
H 0.437 -0.484 0.338 0.2869

(2)
103
Properties=species:S:1:pos:R:3:mulliken_charge:R:1 method="wB97M-V/def2-TZVPD" de_lowest_kj_mol=36.8 mol_weight_g_mol=913.8 largest_force_ev_per_a=0.6 lumo_ev=0.208 homo_energy_ev=-8.0 energy_ha=-5312.606575
Ga -0.132 -0.240 0.195 -1.6901
O -5.802 -2.063 0.452 -0.5623
C -5.461 -1.731 1.683 0.4291
O -6.230 -1.842 2.602 -0.6061
C -4.073 -1.190 1.909 -0.4773
C -3.598 -0.813 3.146 -0.0310
Cl -4.473 -0.666 4.591 -0.1280
N -2.293 -0.451 3.027 -0.0442
N -1.910 -0.519 1.730 0.6896
C -2.950 -0.994 1.073 0.6564
C -2.753 -1.188 -0.397 0.6932
O -3.592 -1.726 -1.100 -0.8892
O -1.632 -0.744 -0.870 -0.2451
C -1.370 -0.038 4.065 0.1733
C -0.407 0.905 3.766 0.7355
C 0.484 1.322 4.742 -0.4580
C 0.409 0.803 6.026 -0.8306
C -0.541 -0.167 6.310 -0.8668
C -1.425 -0.601 5.334 -0.7496
H -5.043 -1.964 -0.183 0.3831
H -0.345 1.304 2.767 -0.0196
H 1.243 2.054 4.486 0.4292
H 1.099 1.134 6.794 0.4368
H -0.598 -0.600 7.302 0.3950
H -2.117 -1.392 5.568 0.5392
C 3.437 1.391 -2.885 -0.9576
C 2.193 1.118 -3.744 -0.7814
Sb 0.818 -0.123 -2.660 -0.3177
C -0.383 -0.943 -4.241 -0.4351
C 0.025 -0.523 -5.657 -1.3027
C 2.131 -1.824 -2.526 -0.5526
C 2.858 -2.193 -3.820 -1.2949
H 4.106 2.105 -3.373 0.4722
H 4.007 0.474 -2.704 0.2757
H 3.170 1.803 -1.908 -0.0644
H 2.449 0.616 -4.679 0.5498
H 1.682 2.051 -3.994 0.5187
H -1.415 -0.663 -4.024 0.3208
H -0.304 -2.024 -4.112 0.6166
H -0.021 0.561 -5.792 0.2471
H -0.643 -0.977 -6.395 0.3863
H 1.043 -0.839 -5.901 0.3085
H 1.482 -2.632 -2.188 0.4967
H 2.830 -1.629 -1.709 0.4059
H 2.156 -2.430 -4.624 0.2542
H 3.488 -3.075 -3.669 0.4253
H 3.510 -1.387 -4.171 0.2510
C 1.231 -4.997 2.213 -1.7006
C 1.740 -4.389 0.899 2.0057
C 1.370 -5.306 -0.276 -1.5612
C 3.265 -4.208 0.958 -1.4636
C 1.117 -3.063 0.704 -0.2288
C 0.658 -1.957 0.537 0.8428
H 1.656 -5.997 2.352 0.4413
H 0.142 -5.077 2.205 0.3433
H 1.524 -4.373 3.062 0.3200
H 1.788 -6.306 -0.117 0.4411
H 1.770 -4.911 -1.212 0.2371
H 0.285 -5.393 -0.377 0.3350
H 3.751 -5.177 1.116 0.4419
H 3.545 -3.536 1.774 0.2417
H 3.635 -3.780 0.023 0.2346
C -1.093 3.388 1.375 -0.7907
Si 0.565 2.948 0.612 0.6362
C 1.811 3.963 1.556 -1.2394
C 0.595 3.505 -1.168 -0.1984
N 0.880 1.232 0.821 1.1260
C 2.106 0.805 1.434 0.5420
C 2.152 -0.130 2.474 -0.1889
C 3.357 -0.504 3.051 -1.1834
C 4.556 0.045 2.611 -0.8916
C 4.530 0.959 1.565 -0.9957
C 3.325 1.322 0.979 -0.3823
H -1.500 4.291 0.899 0.3951
H -0.987 3.599 2.446 0.4071
H -1.831 2.590 1.261 0.0500
H 1.351 4.924 1.819 0.4621
H 2.721 4.172 0.982 0.3306
H 2.112 3.462 2.485 0.3006
H 0.024 4.439 -1.272 0.4800
H 0.144 2.762 -1.828 -0.5633
H 1.619 3.696 -1.518 0.3977
H 1.239 -0.569 2.837 0.8986
H 3.356 -1.232 3.856 0.5186
H 5.495 -0.238 3.072 0.3962
H 5.456 1.387 1.191 0.4251
H 3.323 2.012 0.140 0.2197
C -3.894 4.292 -0.963 -0.8024
O -3.395 3.417 -1.983 -0.2944
P -2.683 1.997 -1.584 0.3922
O -3.924 1.163 -0.976 0.1721
C -5.138 0.912 -1.723 -0.9405
O -2.649 1.387 -3.096 -0.2764
C -2.057 2.101 -4.193 -0.6525
H -4.766 4.804 -1.363 0.2780
H -3.146 5.037 -0.690 0.2807
H -4.193 3.743 -0.066 0.3167
H -5.926 0.731 -0.997 0.2753
H -5.005 0.032 -2.346 0.2679
H -5.396 1.768 -2.344 0.3542
H -0.963 2.096 -4.121 0.1115
H -2.409 3.129 -4.230 0.3683
H -2.349 1.585 -5.106 0.2823